The following is a quantum chemistry calculation of a molecular structure, C39H49Cl4CsN4O4Si, from the Open Molecules 2025 dataset.

Calculated values
Highest occupied orbital energy in eV: -0.7
Energy relative to the best compared isomer or geometry (same formula, charge and spin) in kcal per mole: 52.06
2S+1: 1
Calculated total energy in hartree: -4185.92467
Max |F| in eV/Å: 0.65
Net charge: -2

Each line ends with the Mulliken charge.
CARTESIAN COORDINATES (ANGSTROEM)
Cs1 -0.78474 2.28896 1.71935  1.31
C1 3.06911 -5.99602 -0.88674  -1.66
C2 2.69817 -4.53602 -0.80420  0.84
C3 1.87837 -3.95945 -1.79618  -0.84
C4 1.53959 -2.60587 -1.82065  0.67
C5 0.71535 -2.05098 -2.83438  -1.20
N1 -0.23591 -0.92609 -2.49258  1.00
C6 -0.97660 -1.12878 -1.19588  -0.93
C7 -1.48577 -2.56770 -1.08864  -0.49
C8 -2.60385 -2.72236 -0.06725  -1.33
N2 -2.17177 -2.30141 1.25265  0.23
C9 -2.18294 -2.99412 2.35197  -0.01
C10 -1.77845 -2.45096 3.59099  0.07
C11 -1.87725 -3.20684 4.78259  -0.80
C12 -1.56750 -2.66514 5.99652  0.59
C13 -1.66181 -3.44964 7.27768  -1.59
C14 -1.12187 -1.31724 6.02653  -0.32
C15 -0.96204 -0.54298 4.90952  0.39
C16 -0.43042 0.84899 5.04419  -0.73
N3 0.64614 1.31408 4.57263  -0.44
C17 1.51743 0.45063 3.78970  0.49
C18 2.90368 1.04201 3.61713  -0.67
C19 3.83657 0.04490 2.93829  -0.86
N4 3.29557 -0.37421 1.66478  0.08
C20 3.33395 -1.62443 1.41325  -0.18
C21 2.84069 -2.35095 0.26141  0.29
C22 3.13862 -3.74052 0.21930  -1.08
C23 2.08756 -1.73355 -0.77431  -0.01
O1 1.86192 -0.48123 -0.84529  -0.76
C24 -1.32489 -1.08434 3.62647  0.59
O2 -1.26826 -0.38449 2.57539  -0.82
H1 2.33924 -6.55212 -1.48139  0.35
H2 3.11223 -6.45959 0.10263  0.38
H3 4.04711 -6.14592 -1.35735  0.27
H4 1.47712 -4.60999 -2.57315  0.24
H5 0.22296 -2.70458 -3.54752  0.07
H6 -0.94938 -1.06935 -3.20501  0.24
H7 -1.79549 -0.40657 -1.14405  0.91
H8 -0.25675 -0.89874 -0.41288  0.01
H9 -0.66040 -3.22964 -0.82246  0.20
H10 -1.85106 -2.91386 -2.06048  0.45
H11 -2.94103 -3.75987 -0.00856  0.57
H12 -3.46275 -2.10297 -0.34423  0.32
H13 -1.79307 -1.33783 1.42061  0.09
H14 -2.53842 -4.02200 2.29939  0.37
H15 -2.22032 -4.23611 4.71758  0.30
H16 -2.14414 -4.41370 7.11203  0.35
H17 -2.24102 -2.91298 8.03251  0.35
H18 -0.67358 -3.64240 7.70301  0.30
H19 -0.87572 -0.88713 6.99447  0.45
H20 -1.02729 1.52531 5.66145  0.42
H21 1.09428 0.26766 2.79816  -0.59
H22 1.57990 -0.53457 4.27659  0.36
H23 3.31180 1.34954 4.58426  0.40
H24 2.82705 1.94178 3.00094  0.15
H25 3.99991 -0.81702 3.61326  0.44
H26 4.81193 0.52191 2.78391  0.24
H27 3.77743 -2.29557 2.17671  0.10
H28 3.73670 -4.16396 1.02378  0.29
Cl1 -5.50888 7.41355 0.52457  -0.27
C25 -3.98000 6.66948 0.90964  0.19
C26 -3.20917 7.14924 1.94378  0.08
Cl2 -3.75302 8.51020 2.88895  -0.27
C27 -1.98398 6.52362 2.23199  0.37
Cl3 -0.99957 7.13468 3.53977  -0.27
C28 -1.46100 5.42033 1.52267  0.38
O3 -0.32883 4.89982 1.80721  -1.10
C29 -2.30777 4.88489 0.42872  -0.56
O4 -1.95617 3.85920 -0.25928  -0.51
C30 -3.51796 5.55941 0.17980  0.12
Cl4 -4.49251 4.93483 -1.13173  -0.26
C31 0.69024 2.03950 -1.50880  -0.39
Si1 0.32313 0.83490 -2.89863  0.82
C32 -1.32393 1.43467 -3.75200  2.22
C33 -1.87266 0.48363 -4.82725  -1.84
C34 -1.04725 2.78426 -4.43534  -2.18
C35 -2.45395 1.67802 -2.73811  -2.18
C36 1.82057 0.83325 -4.11974  2.36
C37 1.60114 0.04138 -5.41251  -1.79
C38 3.06327 0.26364 -3.41039  -1.94
C39 2.18056 2.27665 -4.52305  -1.97
H29 1.40377 2.76962 -1.89514  -0.01
H30 1.17080 1.49717 -0.69753  0.16
H31 -0.18525 2.60921 -1.18762  0.06
H32 -1.13265 0.21259 -5.58209  0.16
H33 -2.71363 0.96443 -5.34159  0.50
H34 -2.28023 -0.44282 -4.40436  0.38
H35 -0.42294 2.66691 -5.32195  0.32
H36 -0.57152 3.49735 -3.75838  0.33
H37 -1.99626 3.23005 -4.75511  0.58
H38 -2.82538 0.74493 -2.30517  0.12
H39 -3.30691 2.12528 -3.26367  0.63
H40 -2.20083 2.36605 -1.92912  0.57
H41 1.40929 -1.00830 -5.18931  0.15
H42 2.50718 0.10405 -6.02929  0.55
H43 0.77891 0.44585 -6.00980  0.30
H44 2.92648 -0.77835 -3.14140  0.13
H45 3.30163 0.81623 -2.50031  0.32
H46 3.91422 0.34821 -4.10066  0.65
H47 1.48239 2.71105 -5.23763  0.36
H48 3.16409 2.25383 -5.00652  0.57
H49 2.25873 2.95353 -3.67210  0.28